1.
The following is a DFT calculation (ωB97M-V/def2-TZVPD) of 15 unconnected molecules or ions with the total composition C3H37NO15.

XYZ file:
```
56
Properties=species:S:1:pos:R:3:nbo_charge:R:1
C 0.2927 2.1569 -1.7731 -0.424
N 1.2760 1.2564 -1.0807 -0.690
C 0.9178 0.8923 0.3110 -0.265
C 2.0065 0.4650 1.2630 -0.095
O 1.3592 -0.6596 1.9606 -0.780
H -0.3106 2.8456 -1.1158 0.201
H -0.4474 1.5841 -2.3375 0.174
H 0.9519 2.6970 -2.4103 0.193
H 2.2014 1.7318 -1.0412 0.392
H 0.3337 1.6033 0.8853 0.204
H 0.2764 -0.0076 0.1788 0.187
H 2.9409 0.2205 0.7765 0.141
H 2.2303 1.0861 2.1329 0.211
H 0.9566 -1.2194 1.2998 0.499
H -4.5766 1.7008 -1.0660 0.466
H -3.3461 1.6300 -0.2580 0.508
O -4.0871 1.0186 -0.5407 -0.956
H -2.3510 0.3929 -3.1372 0.486
H -3.1523 0.2207 -1.6983 0.524
O -2.5719 -0.1719 -2.4152 -0.996
H 2.0462 -1.1511 -1.2204 0.472
H 2.0102 -1.9492 -2.4111 0.476
O 2.6080 -1.8120 -1.6681 -0.958
H -0.5120 -2.0691 -0.2502 0.511
H 0.7327 -2.9819 -0.2810 0.488
O 0.2202 -2.4555 0.3367 -1.024
H -2.3647 -1.1433 1.5851 0.495
H -3.5764 -0.4935 1.9231 0.480
O -2.6522 -0.2585 1.7661 -0.981
H 4.7019 2.2566 -1.1696 0.484
H 4.2868 1.4167 0.0039 0.485
O 3.9863 2.1686 -0.5543 -0.950
H -1.0630 -2.6697 -2.2034 0.497
H -1.9378 -1.4325 -1.8711 0.502
O -1.5138 -2.2452 -1.4681 -1.018
H 1.5902 -0.1494 3.9207 0.491
H 2.2001 -1.4168 4.5157 0.467
O 1.9242 -0.5188 4.7575 -0.962
H 2.7173 3.0740 1.3837 0.481
H 1.9485 4.3478 2.0251 0.475
O 2.4986 3.5914 2.2222 -0.955
H -1.4792 -3.1400 1.3479 0.498
H -2.7762 -3.4847 0.6950 0.483
O -2.4253 -3.0237 1.4475 -0.970
H -0.0962 -3.6917 -4.2284 0.494
H -0.8133 -2.2465 -4.4168 0.500
O -0.7320 -3.0562 -3.9246 -0.970
H 1.1130 -0.1568 -3.3085 0.484
H 2.1199 -0.3787 -4.3142 0.475
O 1.3100 -0.7741 -4.0009 -0.956
H -1.2016 0.3648 2.8613 0.503
H -1.1156 1.1043 4.2060 0.479
O -1.1112 1.2763 3.2609 -0.985
H -2.0731 2.0909 1.5300 0.531
H -3.0294 3.2295 1.0671 0.474
O -2.2691 2.7069 0.7494 -0.979
```

Results
electronic energy = -35913.8668 eV
ΔE to the lowest compared entry with this formula, charge and spin = 2.373 eV
E_LUMO = 0.037 eV
orbital gap = 9.08 eV
HOMO level = -9.04 eV

***

2.
The following is a DFT calculation (ωB97M-V/def2-TZVPD) of a molecular structure, C11H22I2IrNO3P2.

XYZ file:
```
42
Properties=species:S:1:pos:R:3:nbo_charge:R:1
I -0.3151 -2.2044 -5.8166 0.049
I 0.0706 2.3113 -1.7651 0.512
Ir 0.0015 0.1155 -0.5931 0.424
P -2.3333 0.1231 -0.7589 1.112
C -2.9607 0.0470 -2.4848 -0.953
C -3.0930 -1.3154 0.0657 -0.955
H -4.1950 -1.2933 0.0459 0.280
H -4.0222 1.3517 0.4485 0.283
H -2.7649 -1.3909 1.0987 0.271
H -2.4103 2.0382 0.7551 0.279
H -2.6444 -0.9042 -2.9329 0.265
H -2.7542 -2.2139 -0.4497 0.267
C -3.0554 1.6181 -0.0125 -0.973
H -4.0586 0.1308 -2.5433 0.290
H -3.2250 2.3832 -0.7698 0.267
H -2.5222 0.8742 -3.0643 0.250
P 2.3569 0.1319 -0.7293 1.099
C 3.0009 0.0482 -2.4479 -0.954
C 3.0690 1.6179 0.0346 -0.977
H 2.7429 -1.4028 1.1383 0.272
H 4.1880 -1.3088 0.0938 0.278
H 2.7483 -2.2316 -0.4168 0.268
C 3.0950 -1.3286 0.1007 -0.948
H 2.4072 2.0351 0.7951 0.282
H 4.0263 1.3703 0.5015 0.283
H 4.0998 0.1304 -2.4876 0.290
H 2.5767 0.8787 -3.0354 0.249
H 3.2331 2.3890 -0.7185 0.267
H 2.6964 -0.8955 -2.9056 0.265
C 0.0451 -1.0612 -2.0052 0.527
O 0.1003 -1.7701 -2.9315 -0.372
O 0.0065 2.2820 1.8101 -0.609
C -0.0148 1.1387 2.2643 0.687
C -0.0027 0.7306 3.7189 -0.499
C -0.0140 -0.7849 3.7008 -0.519
C -0.0142 -1.1801 2.2282 0.680
O 0.0009 -2.3190 1.7750 -0.567
N -0.0327 -0.0044 1.4935 -0.732
H 0.8827 1.1178 4.2107 0.265
H -0.8933 1.1212 4.2088 0.265
H 0.8779 -1.1930 4.1886 0.265
H -0.8997 -1.1826 4.1921 0.265
```

Results
electronic energy = -56998.5414 eV
E_LUMO (spin up / spin down) = -6.943 / -11.290 eV
2S+1 = 5
net charge = +2
orbital gap (spin up / spin down) = 8.24 / 3.38 eV
⟨S²⟩ = 6.01
HOMO level (spin up / spin down) = -15.18 / -14.67 eV

***

3.
The following is a DFT calculation (ωB97M-V/def2-TZVPD) of a molecular structure, H8O16S3Zn.

XYZ file:
```
28
Properties=species:S:1:pos:R:3:nbo_charge:R:1
Zn -0.1194 -0.7587 -0.5715 0.761
S 2.0335 2.8733 -2.1467 2.608
O 1.4986 1.6309 -1.7164 -1.039
O 1.5448 3.2161 -3.4756 -1.109
O 1.7475 4.0061 -1.2817 -1.032
O 3.5025 2.7229 -2.1391 -1.063
S -0.1990 0.2988 3.6991 2.610
O 0.1974 1.6643 4.0536 -1.048
O 0.3302 -0.0515 2.3852 -1.028
O 0.3030 -0.6786 4.6173 -1.115
O -1.6208 0.1241 3.6588 -1.036
S -3.7762 2.1244 -0.4727 2.585
O -4.8728 1.4251 0.0597 -1.101
O -4.2110 2.7433 -1.7580 -1.025
O -3.3914 3.1562 0.4770 -1.005
O -2.5650 1.3111 -0.7498 -0.928
O -0.7955 -1.8543 -3.2610 -0.921
H -1.5793 -2.1573 -3.7194 0.458
H -0.0676 -2.2304 -3.7559 0.452
O -1.9835 -2.8574 0.5337 -0.922
H -1.5939 -3.6001 0.9949 0.455
H -2.9275 -2.9834 0.6300 0.465
O 4.1239 0.0043 2.1678 -0.952
H 4.4561 -0.7101 1.6243 0.439
H 3.1803 0.0096 2.0067 0.512
O 2.0269 -2.8319 -0.5925 -0.929
H 2.1333 -3.4212 -1.3392 0.448
H 2.6249 -3.1753 0.0713 0.461
```

Results
electronic energy = -113798.4974 eV
ΔE to the lowest compared entry with this formula, charge and spin = 10.967 eV
E_LUMO = 6.547 eV
net charge = -4
orbital gap = 2.55 eV
HOMO level = 4.00 eV

***

4.
The following is a DFT calculation (ωB97M-V/def2-TZVPD) of 2 unconnected molecules or ions with the total composition H4O2.

XYZ file:
```
6
Properties=species:S:1:pos:R:3:nbo_charge:R:1
O -0.1152 0.3717 0.9408 -0.953
H 0.3448 1.1194 1.3093 0.477
H -0.1371 -0.2787 1.6935 0.482
O 0.0384 -0.3221 -1.6974 -0.965
H -0.3282 0.3008 -1.0111 0.493
H 0.1972 -1.1911 -1.2351 0.466
```

Results
electronic energy = -4159.6964 eV
ΔE to the lowest compared entry with this formula, charge and spin = 0.242 eV
E_LUMO = 0.551 eV
orbital gap = 11.22 eV
structure (SMILES) = O.O
HOMO level = -10.67 eV

***

5.
The following is a DFT calculation (ωB97M-V/def2-TZVPD) of a molecular structure, C34H31N7O2S2Sn.

XYZ file:
```
77
Properties=species:S:1:pos:R:3:mulliken_charge:R:1
Sn -0.5016 -0.5388 0.1516 1.438
C 1.5554 -0.4738 4.4874 -0.883
O 2.5125 -0.4266 3.4073 -0.337
C 1.8345 -0.3836 2.2847 -0.175
N 0.5494 -0.3185 2.3390 0.619
C 0.2178 -0.1739 3.7882 0.072
C -0.9705 -0.9163 4.3480 -0.073
C -2.1367 -1.1038 3.6114 0.982
C -3.2402 -1.7149 4.1895 -0.732
C -3.2022 -2.1147 5.5185 -0.730
C -2.0374 -1.9532 6.2479 -0.844
C -0.9406 -1.3252 5.6783 -0.659
C 2.6253 -0.3892 1.0446 0.353
C 4.0131 -0.3538 1.0801 -0.820
C 4.6976 -0.3369 -0.1201 -0.849
C 3.9775 -0.3668 -1.3030 -0.672
C 2.5889 -0.4086 -1.2507 0.180
N 1.9208 -0.4062 -0.0833 0.755
C 1.8474 -0.4538 -2.5296 -0.034
N 0.5696 -0.3799 -2.6961 0.142
C 0.3689 -0.3178 -4.1686 0.329
C 1.7528 -0.6674 -4.7462 -0.757
O 2.6061 -0.5638 -3.6027 -0.320
C -0.8026 -1.0367 -4.7622 0.287
C -2.0881 -0.9389 -4.1330 -0.037
C -3.1930 -1.4836 -4.7188 -0.618
C -3.0687 -2.1182 -5.9748 -0.488
C -1.7904 -2.2542 -6.5864 -0.673
C -0.6851 -1.6942 -6.0055 -0.563
H 1.8432 0.2546 5.2389 0.359
H 1.5982 -1.4715 4.9257 0.479
H -0.0301 0.8881 3.9266 0.292
H -2.1855 -0.7325 2.5910 -0.197
H -4.1532 -1.8562 3.6311 0.388
H -4.0904 -2.5014 5.9994 0.438
H -1.9851 -2.3006 7.2709 0.416
H -0.0631 -1.1586 6.2918 0.476
H 4.5347 -0.3401 2.0275 0.672
H 5.7796 -0.3113 -0.1360 0.513
H 4.4818 -0.3622 -2.2599 0.642
H 0.1436 0.7422 -4.3970 0.340
H 2.1064 0.0176 -5.5113 0.325
H 1.8246 -1.6898 -5.1195 0.488
H -2.1777 -0.3812 -3.2086 0.501
H -4.1710 -1.3795 -4.2701 0.481
H -3.9540 -2.4686 -6.4940 0.464
H -1.6943 -2.7990 -7.5181 0.465
H 0.2705 -1.7837 -6.5039 0.442
C -4.5131 -1.5679 0.4805 -1.042
C -4.3627 -0.0926 0.5182 0.349
N -3.2324 0.5355 0.4152 0.368
C -3.3976 1.8989 0.4583 -0.142
C -4.7352 2.3036 0.6034 -0.648
S -5.7592 0.9822 0.6877 -0.013
C -2.2848 2.7743 0.3753 0.347
C -2.3735 4.1744 0.4471 -0.679
S -0.8661 4.8843 0.3300 0.009
C -0.1369 3.2795 0.1822 0.211
N -0.9926 2.3053 0.2240 0.457
C 1.3327 3.1521 0.0395 -0.768
H -3.7061 -2.0462 1.0343 0.203
H -4.4488 -1.9254 -0.5509 0.260
H -5.4746 -1.8886 0.8776 0.497
H -5.1103 3.3156 0.6662 0.384
H -3.2689 4.7679 0.5682 0.404
H 1.8107 4.1287 0.0018 0.538
H 1.5844 2.6040 -0.8706 0.127
H 1.7453 2.5967 0.8852 0.141
N 0.8051 -4.9917 0.5543 -0.020
C 0.1536 -5.0550 -0.6477 -0.588
C -0.3535 -3.8086 -0.8537 -0.553
N -0.0171 -2.9943 0.2089 0.439
C 0.6835 -3.7479 1.0397 -0.752
H 1.2966 -5.7590 0.9893 0.240
H 0.0940 -5.9536 -1.2374 0.404
H -0.9395 -3.4500 -1.6848 0.446
H 1.0888 -3.4269 1.9859 0.500
```

Results
electronic energy = -77750.6738 eV
ΔE to the lowest compared entry with this formula, charge and spin = 0.535 eV
E_LUMO (spin up / spin down) = -13.455 / -14.094 eV
net charge = +4
orbital gap (spin up / spin down) = 4.26 / 3.62 eV
HOMO level (spin up / spin down) = -17.71 / -17.71 eV